Arrangement w

DFT (wB97M-V/def2-TZVPD) results for a 2-piece molecular cluster, C6H14O overall.

Computed properties:
SMILES string = C/C=C(\C)CC.O
HOMO level = -8.60 eV
LUMO level = 0.78 eV
Total charge = 0
HOMO-LUMO gap = 0.345 Eh
Multiplicity = 1

```
21
Properties=species:S:1:pos:R:3:mulliken_charge:R:1
O -0.7438 2.1621 2.9586 -0.65
C -0.3163 -1.3995 0.6109 -0.57
C -1.3379 0.2278 -1.0816 -1.36
C 0.9633 0.6431 -0.1733 -0.21
C 0.0609 -2.6506 -0.1410 -1.14
C -0.1205 -0.1572 -0.2618 0.56
C 1.3927 1.5572 -1.3081 -1.37
H 1.4545 0.6714 0.7931 0.44
H 1.4813 0.8820 -2.1628 0.35
H -0.1325 2.0839 3.6931 0.31
H 0.3020 -1.1990 1.4900 0.33
H -1.0063 0.9795 -1.8013 0.37
H -0.5768 -2.8798 -0.9849 0.33
H -1.9047 -0.5268 -1.6237 0.34
H 2.3340 2.0568 -1.1129 0.32
H -1.3719 -1.3591 0.8779 0.32
H -2.0300 0.7834 -0.4420 0.30
H -0.2353 1.9518 2.1791 0.33
H 0.6410 2.2794 -1.6268 0.33
H 0.0404 -3.4860 0.5709 0.34
H 1.1059 -2.6204 -0.4533 0.32
```

Arrangement x

DFT (wB97M-V/def2-TZVPD) results for a 2-piece molecular cluster, C6H14O overall.

Computed properties:
SMILES string = C=C(C)O.CCC
HOMO level = -9.13 eV
LUMO level = 0.79 eV
Total charge = 0
HOMO-LUMO gap = 0.365 Eh
Multiplicity = 1

```
21
Properties=species:S:1:pos:R:3:mulliken_charge:R:1
O 1.3346 -0.9996 -1.4595 -0.62
C 1.8546 1.2423 -0.4707 -1.31
C -1.4366 1.2132 0.4130 -1.24
C 1.4911 -0.6735 1.1121 -0.86
C 1.3062 -0.0867 -0.0657 0.77
C -1.2498 -0.0001 -0.4735 0.43
C -1.7884 -1.2801 0.1368 -1.37
H 1.9849 1.8883 0.3960 0.37
H -0.1500 -0.3238 -0.8834 0.00
H 1.1922 1.7193 -1.1910 0.30
H -2.4943 1.3454 0.6493 0.44
H -1.0812 2.1221 -0.0700 0.30
H -1.6640 -2.1205 -0.5448 0.31
H 2.0318 -0.1618 1.8920 0.26
H -2.8492 -1.1760 0.3723 0.41
H -0.9055 1.0856 1.3557 0.29
H 1.4269 -1.9128 -1.1614 0.31
H -1.2663 -1.4991 1.0689 0.26
H 2.8213 1.1051 -0.9534 0.33
H -1.6800 0.1742 -1.4632 0.32
H 1.1217 -1.6613 1.3401 0.29
```

Decreasing stability: arrangement w, arrangement x

Arrangement w

DFT (wB97M-V/def2-TZVPD) results for a 2-piece molecular cluster, C6H14O overall.

Computed properties:
HOMO level (alpha / beta) = -10.10 / -8.28 eV
LUMO level (alpha / beta) = 0.38 / -0.39 eV
Total charge = 0
HOMO-LUMO gap (alpha / beta) = 0.385 / 0.290 Eh
Multiplicity = 1

```
21
Properties=species:S:1:pos:R:3:mulliken_charge:R:1
O 3.8719 -0.9126 0.1508 -0.50
C 0.4190 0.4385 -0.3526 -0.65
C 2.7816 -0.4041 -0.5915 -0.53
C 1.6439 -0.1151 0.3697 -0.58
C -0.8317 0.4450 0.5218 -0.60
C -3.3180 0.1218 0.3420 -1.04
C -2.1108 0.7547 -0.2601 -0.38
H 0.6286 1.4492 -0.7337 0.30
H -3.2616 -0.5632 1.1534 0.38
H -0.7136 1.1540 1.3530 0.28
H -4.2888 0.5865 0.1730 0.27
H 4.5659 -1.1617 -0.4703 0.31
H -3.2488 -2.2837 0.6930 0.06
H 3.0584 0.5173 -1.1311 0.31
H 0.2120 -0.1858 -1.2341 0.39
H 1.3817 -1.0497 0.8819 0.33
H -2.2760 1.8488 -0.3198 0.34
H 2.4375 -1.1326 -1.3447 0.31
H -1.9892 0.4588 -1.3136 0.35
H 1.9935 0.5822 1.1414 0.30
H -0.9553 -0.5485 0.9715 0.35
```

Arrangement x

DFT (wB97M-V/def2-TZVPD) results for one molecule with the formula C6H14O.

Computed properties:
SMILES string = CC(C)CCCO
HOMO level = -10.31 eV
LUMO level = 0.93 eV
Total charge = 0
HOMO-LUMO gap = 0.413 Eh
Multiplicity = 1

```
21
Properties=species:S:1:pos:R:3:mulliken_charge:R:1
O -1.5114 -3.0073 -0.4268 -0.50
C -0.1469 -0.1697 0.1432 -0.49
C -1.4060 -0.5503 -0.7428 -1.16
C 2.2872 0.4596 0.3653 -1.56
C -2.1846 -1.7683 -0.0905 -0.45
C 0.9513 0.8900 -0.2484 0.58
C 0.6216 2.2579 0.5094 -1.38
H 2.1426 -0.0495 1.2257 0.45
H -0.1950 2.9407 0.0326 0.26
H 0.5276 2.0713 1.5501 0.42
H -3.1634 -1.9168 -0.7092 0.26
H -1.2441 -0.8618 -1.6803 0.53
H 3.0632 1.2875 0.4501 0.37
H -1.9512 0.2648 -1.1187 0.55
H 0.9675 0.9487 -1.3678 0.30
H -0.4605 0.2134 1.1437 0.22
H -2.4053 -1.6127 0.8890 0.33
H -0.4334 -2.8721 -0.4745 0.35
H 2.7705 -0.3279 -0.2719 0.34
H 1.4968 2.9989 0.5775 0.36
H 0.2734 -1.1964 0.2442 0.23
```

Arrangement y

DFT (wB97M-V/def2-TZVPD) results for one molecule with the formula C6H14O.

Computed properties:
SMILES string = CCCCCCO
HOMO level = -10.20 eV
LUMO level = 0.94 eV
Total charge = 0
HOMO-LUMO gap = 0.410 Eh
Multiplicity = 1

```
21
Properties=species:S:1:pos:R:3:mulliken_charge:R:1
O 0.4841 -1.3278 2.5093 -0.53
C 0.5398 2.0575 -1.1199 -1.11
C -0.0048 -0.3886 -1.5487 -0.80
C 1.0811 0.7118 -1.5644 -0.36
C -1.1035 -0.6667 0.7691 -0.66
C -0.5420 -0.3833 2.1587 -0.49
C -0.0870 -1.2033 -0.2519 -0.62
H 0.1471 1.9593 -0.1011 0.17
H 0.2487 -1.7316 3.3610 0.31
H -1.9152 -1.4003 0.8833 0.35
H 0.9039 -1.2429 0.2074 0.38
H -0.2847 2.4109 -1.7418 0.32
H 1.5371 0.7582 -2.5470 0.30
H -0.1124 0.6150 2.1957 0.17
H -1.6467 0.2083 0.3891 0.38
H 1.3015 2.8263 -1.0353 0.37
H -0.2771 -2.2414 -0.4837 0.37
H 1.8548 0.4418 -0.8525 0.28
H 0.1567 -1.0519 -2.4079 0.36
H -1.3051 -0.3985 2.9501 0.40
H -0.9761 0.0474 -1.7694 0.42
```

Decreasing stability: arrangement y, arrangement x, arrangement w

Arrangement w

DFT (wB97M-V/def2-TZVPD) results for a 2-piece molecular cluster, C6H14O overall.

Computed properties:
HOMO level = -8.01 eV
LUMO level = 0.45 eV
Total charge = 0
HOMO-LUMO gap = 0.311 Eh
Multiplicity = 1

```
21
Properties=species:S:1:pos:R:3:mulliken_charge:R:1
O -1.6780 -1.4337 0.7652 -0.54
C 0.3495 0.5792 1.2755 -0.17
C -0.8782 -0.9704 -0.3083 0.63
C -0.7360 -2.0648 -1.3505 -1.42
C 1.5508 0.6749 2.1227 -1.10
C -0.1010 2.4474 -0.9984 -1.01
C 0.4532 -0.5448 0.2987 -0.98
H 1.2128 -0.0050 2.9306 0.35
H -1.7184 -2.3534 -1.7497 0.40
H -0.1168 -1.7095 -2.1798 0.34
H 1.1395 -0.1997 -0.4980 0.43
H -0.2821 -2.9496 -0.8935 0.34
H -1.3422 -0.0956 -0.7848 0.06
H -2.5102 -1.7147 0.3603 0.35
H -0.4609 3.4705 -1.0049 0.36
H 0.9287 2.4728 -1.3682 0.25
H -0.6738 1.8714 -1.7231 0.24
H 2.5001 0.2671 1.7376 0.31
H -0.2800 2.0330 0.0111 0.37
H 1.7010 1.6482 2.6018 0.32
H 0.9420 -1.4231 0.7556 0.46
```

Arrangement x

DFT (wB97M-V/def2-TZVPD) results for one molecule with the formula C6H14O.

Computed properties:
SMILES string = CCCCCOC
HOMO level = -9.80 eV
LUMO level = 1.14 eV
Total charge = 0
HOMO-LUMO gap = 0.402 Eh
Multiplicity = 1

```
21
Properties=species:S:1:pos:R:3:mulliken_charge:R:1
O 2.6443 0.1838 0.4987 -0.31
C -3.4731 -0.1545 -0.7209 -1.24
C -0.9550 -0.0152 -0.4798 -0.64
C 0.2723 -0.1189 0.4241 -0.50
C -2.2804 -0.3018 0.2210 -0.33
C 1.5475 0.0794 -0.3747 -0.57
C 3.8499 0.3674 -0.1940 -0.71
H -0.8397 -0.7137 -1.3220 0.33
H 0.2431 0.6455 1.2110 0.27
H 4.6138 0.6317 0.5409 0.25
H -2.4004 0.3784 1.0746 0.30
H -3.3865 -0.8362 -1.5753 0.31
H 3.7643 1.1794 -0.9352 0.30
H 4.1625 -0.5468 -0.7237 0.28
H 1.4643 1.0029 -0.9799 0.34
H 1.6946 -0.7595 -1.0792 0.32
H -2.2561 -1.3171 0.6387 0.31
H -3.5337 0.8654 -1.1193 0.32
H 0.3004 -1.0958 0.9249 0.27
H -4.4185 -0.3713 -0.2132 0.37
H -0.9942 0.9903 -0.9244 0.33
```

Arrangement y

DFT (wB97M-V/def2-TZVPD) results for C6H14O as an isolated structure.

Computed properties:
HOMO level (alpha / beta) = -7.31 / -7.31 eV
LUMO level (alpha / beta) = 0.92 / 0.92 eV
Total charge = 0
HOMO-LUMO gap (alpha / beta) = 0.303 / 0.303 Eh
Multiplicity = 1

```
21
Properties=species:S:1:pos:R:3:mulliken_charge:R:1
O 2.5542 0.2670 0.7783 -0.24
C 0.2781 -0.4694 0.7607 -0.43
C -2.2479 -0.3464 0.4324 -0.36
C -0.8720 -0.1466 -0.1995 -0.56
C -3.3886 0.0038 -0.5186 -1.24
C 3.7452 0.5500 0.2824 -0.56
C 1.6153 -0.3361 0.1148 -0.44
H -0.7658 0.8903 -0.5434 0.31
H -0.7857 -0.7779 -1.0958 0.29
H 1.9247 -0.9822 -0.7038 0.46
H 2.7293 1.3959 -1.1491 0.10
H 4.1689 -0.1400 -0.4420 0.30
H 1.9831 1.1460 -1.2731 0.00
H -2.3479 -1.3895 0.7608 0.31
H 0.2494 0.2035 1.6255 0.24
H -3.3175 1.0477 -0.8446 0.32
H -4.3666 -0.1336 -0.0441 0.37
H -2.3224 0.2691 1.3392 0.32
H -3.3557 -0.6226 -1.4177 0.31
H 0.1408 -1.4910 1.1485 0.28
H 4.3811 1.0623 0.9891 0.23
```

Decreasing stability: arrangement x, arrangement w, arrangement y

Arrangement w

DFT (wB97M-V/def2-TZVPD) results for a 2-piece molecular cluster, C6H14O overall.

Computed properties:
HOMO level (alpha / beta) = -7.41 / -7.41 eV
LUMO level (alpha / beta) = 0.22 / 0.21 eV
Total charge = 0
HOMO-LUMO gap (alpha / beta) = 0.280 / 0.280 Eh
Multiplicity = 1

```
21
Properties=species:S:1:pos:R:3:mulliken_charge:R:1
O 1.6014 -0.9800 0.1019 -0.57
C -0.8097 -0.8538 -0.9300 -1.20
C -0.2275 1.3618 0.7795 -0.20
C 2.5608 -1.2492 -0.8943 -0.71
C -1.8728 -0.3527 0.0166 -0.22
C 0.8012 0.9356 -0.2104 -0.73
C -1.6609 1.1303 0.3245 -0.74
H -1.8453 1.7247 -0.5821 0.30
H -0.0473 2.4369 0.9458 0.29
H -2.8910 -0.4932 -0.3777 0.30
H 1.8247 1.1393 0.0975 0.30
H -2.3619 1.4872 1.0884 0.31
H 0.6169 1.1642 -1.2536 0.40
H 2.1582 -1.0658 -1.9017 0.29
H -0.8603 -1.9432 -1.0602 0.42
H 3.4389 -0.6023 -0.7543 0.27
H 0.6107 -1.0178 -0.3132 0.29
H -0.8842 -0.3999 -1.9216 0.36
H -0.0342 0.8718 1.7436 0.28
H 2.9015 -2.2906 -0.8402 0.28
H -1.8278 -0.9190 0.9572 0.28
```

Arrangement x

DFT (wB97M-V/def2-TZVPD) results for a 3-piece molecular cluster, C6H14O overall.

Computed properties:
HOMO level (alpha / beta) = -6.22 / -6.48 eV
LUMO level (alpha / beta) = 0.93 / 0.90 eV
Total charge = 0
HOMO-LUMO gap (alpha / beta) = 0.263 / 0.271 Eh
Multiplicity = 1

```
21
Properties=species:S:1:pos:R:3:mulliken_charge:R:1
O -1.4493 -2.0810 0.9940 -0.53
C 0.5041 0.2912 0.7190 0.37
C 0.1149 2.8442 0.4871 -1.16
C 1.8998 0.3033 0.1957 -1.25
C -0.4652 -1.7536 0.0576 -0.11
C -0.6111 0.6936 0.0489 -0.84
C -0.8295 -2.0089 -1.3773 -1.22
H 0.3948 0.1107 1.7837 0.27
H -1.6979 -1.4158 -1.6849 0.34
H -2.3027 -1.7619 0.6780 0.35
H 1.9297 0.5095 -0.8739 0.29
H 2.3825 -0.6590 0.3849 0.40
H 2.4917 1.0474 0.7320 0.37
H -1.0733 -3.0661 -1.5571 0.36
H -1.5490 0.7550 0.5838 0.33
H -0.8694 3.2965 0.4000 0.39
H 0.5733 2.9890 1.4617 0.33
H 0.7746 3.0820 -0.3421 0.30
H -0.0028 -1.7361 -2.0357 0.31
H 0.4538 -2.2432 0.3704 0.40
H -0.6690 0.8033 -1.0256 0.30
```

Decreasing stability: arrangement w, arrangement x